{
  "formula": "C26H44Cl2O2P2W",
  "method": "wB97M-V/def2-TZVPD",
  "spin_multiplicity": 3,
  "charge": 2,
  "s_squared": 2.016,
  "relative_energy_ev": 0.367,
  "orbital_gap_ev": [5.9, 5.5],
  "species": ["W", "C", "C", "C", "C", "C", "C", "H", "H", "H", "C", "H", "H", "H", "C", "H", "H", "H", "C", "H", "H", "H", "C", "H", "H", "H", "C", "C", "C", "C", "C", "C", "C", "C", "H", "H", "H", "H", "H", "H", "H", "H", "H", "H", "H", "H", "P", "P", "C", "C", "H", "H", "H", "H", "C", "H", "H", "H", "C", "H", "H", "H", "C", "H", "H", "H", "C", "H", "H", "H", "Cl", "C", "Cl", "C", "O", "O", "H"],
  "positions_angstrom": [[0.173241, 1.098322, -0.126799], [2.033098, 2.291144, 0.169758], [0.937486, 3.138176, -0.239640], [0.411903, 2.181527, 1.819970], [1.692363, 1.676811, 1.421766], [-0.067691, 3.079336, 0.800198], [3.391615, 2.222079, -0.454881], [3.337353, 2.435713, -1.528886], [3.866277, 1.236035, -0.307002], [4.043427, 2.974269, 0.029244], [2.590536, 0.878029, 2.323264], [3.469897, 0.488403, 1.791273], [2.038830, 0.030305, 2.772800], [2.940710, 1.516451, 3.155931], [-0.071353, 2.032445, 3.220384], [0.646124, 2.547449, 3.876602], [-0.078301, 0.972803, 3.528506], [-1.055008, 2.484397, 3.356701], [-1.315945, 3.898365, 0.856372], [-1.116284, 4.870835, 1.337028], [-2.112021, 3.403489, 1.431593], [-1.684817, 4.088074, -0.159929], [0.923146, 4.066114, -1.407451], [1.026520, 5.101231, -1.047736], [-0.010061, 3.988293, -1.973507], [1.761772, 3.850057, -2.083218], [0.413198, -2.671462, -2.927774], [0.991744, -1.721701, -3.690024], [0.298650, -0.954633, -4.775599], [-1.100354, -0.390398, -4.426202], [-1.329332, -0.100106, -2.975425], [-1.872755, -1.035608, -2.184472], [-2.114595, -2.480731, -2.573157], [-0.924596, -3.257031, -3.215761], [0.204141, -1.575089, -5.685898], [-1.848444, -1.130850, -4.763979], [0.948285, -0.111960, -5.057733], [-1.074397, -3.331289, -4.302892], [0.968399, -3.154877, -2.112095], [2.066441, -1.535652, -3.620158], [-0.941994, -4.291407, -2.828674], [-2.422700, -3.048161, -1.680618], [-2.386991, -0.740879, -1.268443], [-2.974142, -2.538996, -3.264686], [-1.263994, 0.531819, -5.005176], [-1.226203, 0.948456, -2.676391], [1.034604, -1.017543, 0.508989], [-1.934888, 0.213837, 0.993257], [-0.401749, -2.157240, 0.304734], [-1.738221, -1.648426, 0.875474], [-0.075352, -3.056462, 0.861031], [-0.460980, -2.407685, -0.765774], [-2.589360, -2.014363, 0.286514], [-1.841359, -2.017106, 1.910807], [-2.646993, 0.346219, 2.649739], [-2.796053, 1.407481, 2.911269], [-1.975394, -0.152126, 3.366687], [-3.624860, -0.163322, 2.619011], [-3.259656, 1.092060, 0.065279], [-4.185035, 0.499444, 0.111868], [-2.971558, 1.284208, -0.977746], [-3.428466, 2.071763, 0.543846], [2.491305, -2.008886, 0.798544], [3.397876, -1.391660, 0.855236], [2.568819, -2.734197, -0.021509], [2.331284, -2.542856, 1.784957], [1.467353, -0.219011, -1.169076], [1.240412, 0.877184, -1.589194], [1.027953, -0.844674, -1.924477], [2.554491, -0.244272, -1.192912], [1.139005, -1.420554, 6.287889], [0.416948, -2.660589, 5.234696], [-1.354906, -2.775353, 5.379416], [0.761999, -2.288595, 3.764853], [1.600292, -3.083829, 3.260844], [0.212284, -1.269068, 3.261969], [0.857026, -3.633977, 5.476595]],
  "atomic_forces_ev_per_a": [[-2.79, -1.56, 1.93], [0.41, 0.93, 0.74], [0.41, 0.74, 0.75], [0.36, 1.01, 0.38], [0.54, 0.85, 0.16], [0.58, 0.65, 0.37], [0.12, -0.22, -0.18], [0.21, -0.05, 0.23], [-0.16, 0.47, -0.08], [-0.32, -0.31, -0.26], [0.02, -0.27, 0.25], [-0.26, 0.27, 0.25], [0.26, 0.42, -0.04], [-0.11, -0.18, -0.42], [-0.20, -0.44, 0.16], [-0.19, -0.03, -0.19], [-0.04, 0.39, -0.02], [0.21, -0.07, 0.10], [-0.25, 0.19, -0.04], [-0.03, -0.30, -0.19], [0.35, 0.22, -0.13], [-0.02, 0.08, 0.29], [0.15, 0.14, -0.29], [-0.04, -0.27, -0.18], [0.12, 0.13, 0.03], [-0.31, 0.15, 0.14], [1.02, 0.02, -0.72], [-0.13, -1.14, -0.08], [0.30, 0.36, -0.58], [0.38, -0.26, -0.51], [-0.69, -0.44, -0.09], [-0.67, 0.27, -0.08], [-0.26, -0.28, 0.06], [-0.60, -0.09, -0.01], [0.10, 0.22, 0.30], [0.15, 0.48, 0.27], [-0.12, -0.29, 0.01], [0.10, 0.08, 0.30], [0.14, 0.17, -0.50], [-0.27, 0.04, 0.35], [-0.05, 0.44, -0.25], [-0.04, 0.34, -0.21], [0.55, -0.04, -0.27], [0.20, 0.12, 0.29], [0.01, -0.39, 0.12], [-0.28, 0.08, 0.24], [-1.38, -0.53, 0.04], [0.26, -0.17, 0.37], [0.30, -0.33, -0.01], [-0.31, 0.03, 0.00], [-0.25, 0.24, -0.24], [-0.01, 0.05, 0.56], [0.23, -0.22, 0.22], [-0.01, 0.30, -0.39], [0.41, 0.39, 0.49], [-0.06, -0.58, 0.01], [-0.34, 0.17, -0.11], [0.35, 0.13, -0.04], [-0.06, -0.38, -0.45], [0.15, 0.27, -0.18], [-0.30, -0.12, 0.18], [0.10, -0.57, -0.03], [0.65, 0.11, 0.59], [-0.27, -0.24, -0.13], [-0.08, 0.18, 0.06], [-0.13, 0.31, -0.47], [1.41, -0.58, -0.91], [0.68, -0.98, -0.39], [-0.06, -0.40, -0.50], [-0.03, 0.04, -0.26], [-0.25, -0.17, -0.02], [-0.01, 0.18, -0.56], [0.15, 0.06, 0.21], [1.02, -1.45, 0.51], [-1.10, 1.15, 0.14], [0.33, 0.04, -1.10], [-0.22, 0.42, -0.01]]
}